Entry from OMol25: a molecular structure, C28H60Br4N4O13 in a non-equilibrium geometry (wB97M-V/def2-TZVPD).

Properties
total charge	0
HOMO energy	-0.22800	hartree
largest force on an atom	8.47	eV/A

Last column: Mulliken charge in e.
Positions of all 109 atoms, in Å:
H 2.655 -0.994 -2.721  1.4900
H -0.705 -3.337 5.226  0.1894
H -3.761 0.463 3.127  0.0034
H 2.031 -1.514 5.677  0.3188
N -0.386 0.839 -2.644  0.8838
C -0.761 -1.828 -2.005  -1.4262
H 6.998 4.463 -0.585  0.3161
C 2.799 0.657 -1.075  1.8398
H 0.291 -1.186 5.404  0.4142
C 0.328 -3.679 5.297  -0.9038
H 4.450 -0.097 -2.277  0.0367
H -0.330 -0.414 0.881  -0.5996
H 4.995 0.344 -0.750  0.4970
O -4.204 2.540 1.389  -0.3643
H -2.539 1.723 2.451  0.5707
C 0.709 -0.087 0.901  0.3302
H 6.846 5.439 -2.103  0.2234
C -1.611 1.153 -3.254  -0.6627
H -1.177 1.296 0.287  -1.0665
H -2.258 1.718 -2.584  0.1889
C -0.105 3.771 -1.610  -1.0451
H -2.098 5.316 -0.891  0.3687
H 1.289 -0.281 -0.002  -0.4786
H -1.143 3.602 1.630  1.4725
H 4.487 -2.651 -2.411  0.3373
C -2.263 1.305 0.385  0.8326
C -0.182 -1.915 -0.598  0.0859
O 4.598 3.030 -0.123  -0.5797
H -1.466 -1.003 -2.107  -0.0373
O 1.779 0.312 -3.047  -0.2795
C 4.257 0.638 -1.496  -1.0419
H -3.916 -2.011 2.613  0.5493
H 3.208 -3.803 -2.707  0.2689
C -3.025 -1.611 3.098  -0.9100
Br 1.568 -0.915 2.476  0.4767
H 1.502 -0.820 4.168  0.0566
H 0.007 -1.449 -2.680  1.0798
O -1.928 -4.440 -3.782  -0.3182
C 6.322 4.861 -1.342  -0.6624
H 0.335 -4.698 4.909  0.3072
H 0.683 -3.783 6.322  0.3550
O 0.248 -3.811 -3.701  -0.6407
H 1.243 -2.091 -2.340  0.6011
H -0.898 -2.369 0.088  0.2185
C 3.077 -2.433 0.206  -0.2257
H 1.685 -0.797 -1.365  -1.0605
H 2.622 1.419 -0.317  -0.3838
H -2.611 0.276 0.474  1.2684
H 2.515 -0.323 -0.689  -0.3712
H -1.143 -5.700 -5.243  0.3109
H -2.634 1.608 -0.594  0.4111
O 2.546 -1.526 0.827  -0.5642
C -0.420 0.335 -1.232  0.0810
C -7.535 1.730 1.372  -0.7043
H 3.699 -3.246 0.611  0.3119
H 4.282 -4.041 -1.218  0.2509
O 3.117 -2.714 3.261  -0.6067
H 1.978 -4.489 3.504  0.3026
O 0.837 3.599 1.025  -0.6755
O -6.327 2.371 1.222  -0.3522
O -5.088 0.449 1.462  -0.5563
C 2.134 -1.585 -1.969  -1.0324
N 1.198 -2.883 4.479  0.3105
H -8.295 2.370 1.820  0.2574
H -2.835 3.749 -1.287  0.3277
N -0.913 3.733 -0.383  0.5424
C 4.969 2.915 -1.331  0.7483
C 1.220 -1.528 4.947  -0.8851
H 0.135 1.895 0.350  -1.8684
H 0.581 -2.694 -0.597  0.5308
H -0.645 3.017 -2.184  0.4930
H 0.089 -0.954 -0.160  0.5844
H 0.935 3.454 -1.534  0.0794
C 2.155 -3.416 3.680  -0.0021
Br -1.436 -1.139 1.878  0.4500
H -2.846 4.311 0.376  0.3967
O -1.448 -2.921 -2.461  -0.4924
C -2.825 2.168 1.498  -2.2277
H -2.832 -2.380 3.846  0.5543
C -1.594 -5.756 -4.252  -0.7187
C -3.476 -0.337 3.811  -0.4013
H -0.279 4.776 -1.994  0.4656
H -1.494 1.788 -4.132  0.3246
H 2.083 0.962 -1.839  -0.4153
C 0.764 0.869 -3.365  -0.4740
H 1.734 1.799 1.101  2.1763
C 3.812 -3.352 -1.920  -0.9943
O 5.775 3.741 -2.002  -0.3461
H -2.602 0.107 4.286  0.4794
C -0.947 -3.734 -3.315  0.5295
H 5.629 5.490 -0.784  0.3012
C 0.712 1.423 1.145  -1.2625
H -2.500 -6.354 -4.356  0.2686
C -2.257 4.296 -0.541  -0.9939
H -2.196 3.057 1.437  -1.0250
Br -4.866 -0.919 5.138  -0.1768
H -0.853 -6.347 -3.713  0.3229
Br -0.387 1.924 2.657  -0.0664
O 4.813 1.824 -2.135  -0.3437
N 2.990 -2.441 -1.175  0.7254
H -2.040 0.180 -3.497  0.2817
H -7.559 0.873 2.045  0.3302
H 0.566 0.076 -0.848  -1.2000
C -0.391 3.615 0.827  -0.6615
H -7.755 1.474 0.336  0.3004
H -0.754 1.158 -0.599  0.5475
C -5.235 1.665 1.408  0.7734
H 0.566 1.362 -4.330  0.2769
H -1.076 -0.533 -1.163  1.4765